# 1
This record from the OMol25 dataset describes a molecular structure, C24H21IrN3O2S2 in a non-equilibrium geometry. The level of theory is the ωB97M-V functional and the def2-TZVPD basis.

Each line ends with the Löwdin charge.
Positions of all 53 atoms, in Å:
1 Ir 0.75 0.19 0.54  0.87
2 O -4.92 -1.90 -1.27  0.17
3 C -4.06 -1.01 -0.79  -0.50
4 O -4.34 0.13 -0.60  0.18
5 C -2.64 -1.46 -0.53  -0.07
6 C -1.72 -1.53 -1.73  -0.07
7 C -0.23 -1.73 -1.33  -0.17
8 C 0.12 -2.15 0.09  -0.33
9 C -0.83 -1.85 1.07  -0.05
10 C -2.17 -1.49 0.73  0.00
11 N 1.19 -2.92 0.29  0.15
12 C 2.43 -2.90 0.14  -0.04
13 C 3.26 -1.74 -0.22  -0.25
14 C 4.60 -1.98 -0.52  0.03
15 C 5.38 -0.95 -1.02  0.01
16 C 4.81 0.29 -1.18  0.01
17 C 3.48 0.47 -0.80  -0.09
18 N 2.72 -0.52 -0.34  -0.03
19 H -4.61 -2.81 -1.28  0.14
20 H -2.12 -2.10 -2.57  0.17
21 H 0.36 -2.26 -2.08  0.17
22 H -0.61 -2.13 2.09  0.11
23 H -2.86 -1.31 1.54  0.14
24 H 2.96 -3.84 0.26  0.15
25 H 5.00 -2.98 -0.38  0.13
26 H 6.41 -1.13 -1.30  0.13
27 H 5.37 1.13 -1.58  0.13
28 H 3.02 1.44 -0.88  0.12
29 C -0.12 2.50 4.61  -0.09
30 C 0.39 1.58 3.55  -0.71
31 S 0.07 2.01 1.94  0.75
32 C 1.14 0.44 3.87  -0.71
33 C 1.46 0.08 5.29  -0.09
34 S 1.77 -0.58 2.69  0.85
35 H -0.65 3.34 4.17  0.08
36 H 0.70 2.87 5.22  0.11
37 H -0.80 1.97 5.28  0.11
38 H 0.54 -0.12 5.85  0.11
39 H 1.97 0.91 5.78  0.11
40 H 2.09 -0.80 5.33  0.08
41 N -0.07 -0.27 -1.41  -0.01
42 C -1.26 -0.09 -1.95  -0.15
43 C -1.88 1.04 -2.55  -0.16
44 C -1.32 2.32 -2.42  0.00
45 C -1.89 3.38 -3.08  -0.04
46 C -3.00 3.18 -3.90  -0.02
47 C -3.58 1.92 -4.01  -0.03
48 C -3.03 0.86 -3.33  0.00
49 H -0.45 2.45 -1.79  0.10
50 H -1.48 4.38 -2.98  0.12
51 H -3.41 4.02 -4.45  0.12
52 H -4.46 1.79 -4.62  0.12
53 H -3.47 -0.13 -3.43  0.12

ΔE to the lowest compared entry with this formula, charge and spin	236.5	kJ/mol
HOMO-LUMO gap (alpha / beta)	5.36 / 5.89	eV
net charge	+2
spin multiplicity	2
HOMO (alpha / beta)	-13.9 / -14.5	eV
<S²>	0.847

# 2
This record from the OMol25 dataset describes 12 unconnected molecules or ions with the total composition C15H55N23O12 in a non-equilibrium geometry. The level of theory is the ωB97M-V functional and the def2-TZVPD basis.

Each line ends with the Löwdin charge.
Positions of all 105 atoms, in Å:
1 C 0.91 0.45 -9.71  -0.09
2 C 1.42 -0.51 -8.74  -0.50
3 C 1.26 -0.03 -7.30  -0.17
4 O 2.16 1.06 -6.91  -0.21
5 C 2.43 1.31 -5.48  -0.07
6 N 0.65 -1.72 -8.82  0.03
7 H 1.04 0.26 -10.77  0.08
8 H 1.54 1.30 -9.47  0.08
9 H -0.12 0.76 -9.51  0.09
10 H 2.49 -0.66 -8.89  0.15
11 H 1.54 -0.93 -6.75  0.12
12 H 0.20 0.21 -7.18  0.12
13 H 1.71 1.99 -5.02  0.07
14 H 3.44 1.66 -5.27  0.08
15 H 2.45 0.31 -5.05  0.07
16 H -0.32 -1.54 -8.65  0.07
17 H 0.67 -2.14 -9.75  0.08
18 C -0.49 0.85 0.71  -0.81
19 O -0.78 1.62 1.57  0.05
20 N 0.40 -0.11 0.82  0.16
21 N -1.08 0.80 -0.47  0.15
22 H 0.48 -0.85 0.14  0.11
23 H 1.06 -0.06 1.58  0.12
24 H -1.93 1.33 -0.50  0.12
25 H -1.09 -0.09 -0.94  0.11
26 C -2.04 -5.14 -3.21  -0.78
27 O -1.10 -4.61 -2.59  0.01
28 N -2.21 -5.00 -4.51  0.14
29 N -3.06 -5.74 -2.77  0.16
30 H -1.57 -4.37 -4.98  0.12
31 H -2.78 -5.66 -5.03  0.10
32 H -3.61 -6.31 -3.39  0.12
33 H -2.99 -6.02 -1.80  0.13
34 C -3.39 6.40 6.54  -0.80
35 O -2.37 6.49 7.18  0.04
36 N -3.54 6.20 5.28  0.17
37 N -4.60 6.48 7.08  0.14
38 H -2.81 6.12 4.58  0.13
39 H -4.51 6.22 5.00  0.11
40 H -4.68 6.79 8.04  0.12
41 H -5.37 6.52 6.44  0.10
42 C 4.30 -8.56 0.76  -0.79
43 O 3.38 -8.87 0.02  0.04
44 N 5.26 -9.34 1.19  0.14
45 N 4.48 -7.43 1.36  0.15
46 H 5.99 -8.98 1.79  0.10
47 H 5.41 -10.26 0.80  0.12
48 H 3.82 -6.72 1.05  0.13
49 H 5.31 -7.31 1.91  0.11
50 C -2.01 5.39 -6.96  -0.80
51 O -3.13 5.85 -7.13  0.03
52 N -1.77 4.36 -6.18  0.14
53 N -0.92 5.68 -7.59  0.16
54 H -0.86 4.16 -5.81  0.11
55 H -2.61 3.82 -6.03  0.12
56 H -1.11 6.52 -8.13  0.12
57 H 0.01 5.38 -7.32  0.11
58 C 8.06 0.16 0.78  -0.77
59 O 8.27 0.98 1.69  0.00
60 N 8.78 0.11 -0.31  0.15
61 N 7.14 -0.76 0.82  0.15
62 H 9.53 0.78 -0.34  0.12
63 H 8.51 -0.51 -1.06  0.11
64 H 6.56 -0.85 1.64  0.12
65 H 7.01 -1.48 0.12  0.11
66 C -8.01 -1.36 -1.45  -0.82
67 O -7.20 -0.60 -1.95  0.03
68 N -7.84 -2.63 -1.30  0.16
69 N -9.13 -0.98 -0.95  0.16
70 H -8.47 -3.38 -1.06  0.11
71 H -6.97 -3.06 -1.59  0.12
72 H -9.15 -0.01 -0.70  0.12
73 H -9.80 -1.57 -0.48  0.12
74 C -1.93 -3.78 6.05  -0.83
75 O -1.88 -3.03 7.00  0.03
76 N -2.79 -4.76 6.08  0.16
77 N -1.21 -3.70 5.01  0.18
78 H -3.25 -5.05 6.93  0.12
79 H -2.65 -5.50 5.41  0.10
80 H -1.24 -4.48 4.37  0.12
81 H -0.61 -2.90 4.91  0.13
82 C 4.03 0.35 6.51  -0.83
83 O 3.79 -0.39 5.59  0.04
84 N 3.16 0.71 7.38  0.15
85 N 5.14 0.95 6.80  0.16
86 H 3.41 1.20 8.23  0.11
87 H 2.20 0.40 7.25  0.13
88 H 5.87 0.86 6.11  0.12
89 H 5.25 1.53 7.62  0.11
90 C 4.60 5.97 1.59  -0.85
91 O 4.64 5.84 0.40  0.05
92 N 3.80 5.39 2.38  0.18
93 N 5.46 6.73 2.21  0.16
94 H 4.02 5.32 3.36  0.12
95 H 3.21 4.68 1.95  0.13
96 H 5.49 6.73 3.22  0.10
97 H 6.22 7.15 1.70  0.12
98 C -6.36 0.70 5.36  -0.85
99 O -7.46 0.25 5.29  0.06
100 N -5.51 0.86 4.38  0.15
101 N -5.84 1.17 6.42  0.17
102 H -4.62 1.33 4.38  0.11
103 H -5.88 0.61 3.47  0.11
104 H -4.98 1.69 6.30  0.12
105 H -6.31 0.98 7.30  0.13

ΔE to the lowest compared entry with this formula, charge and spin	973.0	kJ/mol
HOMO-LUMO gap	9.40	eV
SMILES string	COC[C@H](C)N.NC(N)=O.NC(N)=O.NC(N)=O.NC(N)=O.NC(N)=O.NC(N)=O.NC(N)=O.NC(N)=O.NC(N)=O.NC(N)=O.NC(N)=O
net charge	0
HOMO	-9.3	eV

# 3
This record from the OMol25 dataset describes a molecular structure, C23H20I2N2O2 in a non-equilibrium geometry. The level of theory is the ωB97M-V functional and the def2-TZVPD basis.

Each line ends with the Löwdin charge.
Positions of all 49 atoms, in Å:
1 C 0.85 -2.19 -0.78  -0.13
2 C 1.24 -3.76 -0.57  -0.25
3 C 0.94 -4.38 0.91  -0.31
4 C 1.64 -3.62 2.17  -0.74
5 I 1.35 -5.01 3.90  0.90
6 C 0.81 -2.25 2.64  -0.16
7 N 0.32 -1.13 3.06  0.12
8 C 3.26 -3.41 2.09  -0.79
9 I 4.15 -5.32 1.51  0.93
10 C 3.72 -3.21 3.69  -0.32
11 N 4.19 -3.03 4.91  0.09
12 C 3.80 -2.08 1.33  -0.26
13 C 4.33 -2.20 -0.19  -0.16
14 H 0.95 -1.96 -1.94  0.09
15 H 1.55 -1.42 -0.24  0.05
16 H -0.30 -2.02 -0.53  0.10
17 H 0.55 -4.37 -1.33  0.13
18 H 2.34 -4.05 -0.86  0.07
19 H -0.24 -4.30 1.07  0.13
20 H 1.15 -5.56 0.92  0.09
21 H 4.72 -1.67 1.98  0.13
22 H 3.02 -1.18 1.35  0.13
23 H 5.43 -1.75 -0.24  0.10
24 H 4.35 -3.25 -0.69  0.03
25 H 3.67 -1.48 -0.88  0.09
26 C -0.84 5.09 -3.75  -0.06
27 C -2.18 5.43 -3.92  -0.06
28 C -3.14 4.92 -3.05  0.01
29 C -2.76 4.06 -2.01  -0.09
30 C -1.42 3.70 -1.86  -0.09
31 C -0.46 4.23 -2.73  0.00
32 C -1.02 2.76 -0.80  -0.28
33 O 0.16 2.45 -0.66  0.09
34 C -2.05 2.18 0.09  -0.09
35 C -1.68 1.24 1.06  0.00
36 C -2.65 0.71 1.91  -0.06
37 C -3.98 1.11 1.80  -0.06
38 C -4.35 2.05 0.83  0.00
39 C -3.38 2.58 -0.03  -0.09
40 C -3.78 3.54 -1.08  -0.28
41 O -4.95 3.89 -1.18  0.10
42 H -0.09 5.49 -4.43  0.11
43 H -2.48 6.09 -4.73  0.11
44 H -4.19 5.19 -3.18  0.12
45 H 0.59 3.96 -2.60  0.12
46 H -0.65 0.92 1.16  0.10
47 H -2.37 -0.03 2.66  0.09
48 H -4.74 0.70 2.47  0.11
49 H -5.39 2.36 0.75  0.12

HOMO-LUMO gap	8.69	eV
net charge	0
HOMO	-9.7	eV

# 4
This record from the OMol25 dataset describes C20H26ClN3O2S in the gas phase in a non-equilibrium geometry. The level of theory is the ωB97M-V functional and the def2-TZVPD basis.

Each line ends with the Löwdin charge.
Positions of all 53 atoms, in Å:
1 C -6.31 -1.73 0.31  -0.08
2 C -4.93 -1.15 0.34  -0.31
3 C -3.85 -1.86 0.85  -0.03
4 C -2.58 -1.34 0.88  -0.06
5 C -2.35 -0.05 0.41  -0.26
6 C -3.41 0.67 -0.13  -0.04
7 C -4.67 0.12 -0.15  -0.61
8 Cl -5.97 1.06 -0.82  0.70
9 H -3.25 1.67 -0.52  0.11
10 N -1.08 0.54 0.37  0.07
11 C -0.06 0.38 1.26  -0.76
12 N 1.13 0.91 0.90  -0.10
13 C 2.23 0.94 1.85  -0.19
14 H 1.83 1.20 2.83  0.09
15 H 2.91 1.73 1.53  0.12
16 C 2.98 -0.39 1.98  -0.17
17 H 3.80 -0.23 2.69  0.12
18 C 3.57 -0.92 0.68  -0.20
19 N 2.58 -1.21 -0.34  -0.18
20 C 3.21 -1.48 -1.62  -0.17
21 C 2.13 -1.70 -2.68  -0.20
22 H 2.58 -1.96 -3.64  0.13
23 O 1.28 -2.76 -2.35  -0.12
24 C 0.68 -2.53 -1.09  -0.18
25 C 1.73 -2.34 0.01  -0.15
26 H 1.22 -2.14 0.95  0.09
27 H 2.32 -3.27 0.11  0.13
28 H 0.06 -3.41 -0.88  0.13
29 H 0.04 -1.64 -1.14  0.12
30 H 1.55 -0.77 -2.80  0.12
31 H 3.83 -0.63 -1.91  0.12
32 H 3.85 -2.38 -1.58  0.13
33 H 4.25 -0.16 0.27  0.12
34 H 4.18 -1.81 0.92  0.12
35 H 2.30 -1.12 2.42  0.06
36 C 1.36 1.50 -0.41  -0.08
37 C 0.95 2.94 -0.46  -0.24
38 C 1.65 4.09 -0.23  -0.02
39 C 0.72 5.15 -0.38  -0.05
40 C -0.47 4.57 -0.69  -0.11
41 O -0.34 3.23 -0.74  0.02
42 H -1.44 4.98 -0.89  0.12
43 H 0.92 6.20 -0.27  0.10
44 H 2.69 4.17 0.01  0.11
45 H 2.42 1.41 -0.63  0.13
46 H 0.82 0.92 -1.16  0.12
47 S -0.25 -0.39 2.72  0.74
48 H -1.04 1.36 -0.21  0.11
49 H -1.77 -1.92 1.28  0.06
50 H -4.02 -2.86 1.23  0.11
51 H -6.32 -2.73 0.73  0.08
52 H -7.00 -1.10 0.89  0.08
53 H -6.69 -1.77 -0.71  0.08

ΔE to the lowest compared entry with this formula, charge and spin	54.5	kJ/mol
HOMO-LUMO gap	8.53	eV
SMILES string	Cc1ccc(NC(=S)N(CCCN2CCOCC2)Cc2ccco2)cc1Cl
net charge	0
HOMO	-7.9	eV